The following is a quantum chemistry calculation of C3H2F5OP in the gas phase in a non-equilibrium geometry, from the OMol25 dataset.

Each line ends with the natural charge from an NBO analysis.
Positions of all 12 atoms, in Å:
F 3.921 1.350 2.287  -0.276
C 3.077 0.771 1.467  0.705
F 1.958 0.448 2.137  -0.297
C 3.171 0.691 0.137  0.136
F 4.225 1.340 -0.418  -0.293
C 2.103 0.067 -0.782  0.866
F 2.412 0.130 -2.054  -0.304
F 2.057 -1.323 -0.585  -0.355
O 0.935 0.668 -0.494  -0.726
P -0.404 -0.206 -1.148  0.650
H -0.886 -0.937 0.024  -0.046
H -1.034 0.845 -0.642  -0.061

**Energy**: -28065.11942 eV
**SMILES**: FC(F)=C(F)C(F)(F)OP
**LUMO level**: 0.020 Eh